## a
The following is a quantum chemistry calculation of the molecule C5H12N2, from the Open Molecules 2025 dataset.

Structure (ORCA input):
```
! RIJCOSX wB97M-V def2-TZVPD def2/J DEFGRID3
* xyz 0 1
C 1.3072 1.5077 0.4802
C 0.5428 0.3812 1.1533
N 1.3140 -0.1310 2.3375
C 0.2247 -0.7504 0.1395
C -1.2259 -0.7934 -0.2162
C -1.7325 -0.4630 -1.4018
N -1.0302 -0.0467 -2.5512
H 1.4055 2.4052 1.0874
H 0.7514 1.8217 -0.4153
H 2.2546 1.0947 0.1403
H -0.3653 0.7473 1.6164
H 2.1727 0.3916 2.4486
H 1.5417 -1.1128 2.2046
H 0.8724 -0.6023 -0.7294
H 0.5605 -1.6896 0.5873
H -1.9507 -0.9751 0.5620
H -2.7974 -0.4606 -1.5949
H -0.0279 0.0256 -2.4293
H -1.4444 0.7684 -2.9729
*
```

Summary:
HOMO   -0.3028 hartree
SMILES   C[C@H](N)C/C=C\N
Kohn-Sham gap   9.25 eV
LUMO   1.01 eV

## b
The following is a quantum chemistry calculation of a cluster of 2 separate species, C5H12N2 in total, from the Open Molecules 2025 dataset.

Structure (ORCA input):
```
! RIJCOSX wB97M-V def2-TZVPD def2/J DEFGRID3
* xyz 0 1
C 0.7323 0.5764 -2.3728
C -0.2419 0.6690 -1.5082
C -0.0742 -1.5811 0.5628
C -1.7766 0.2351 1.0209
C -0.2490 -0.1194 1.0702
N 1.8614 0.9413 0.2949
N 0.5210 0.9117 0.3290
H 0.4612 0.5019 -3.3541
H 1.8100 0.4332 -2.2307
H -1.2725 0.4000 -1.5329
H 0.8433 -2.0792 0.8188
H -0.9362 -2.1167 0.9401
H -0.1981 -1.7428 -0.4686
H -2.1310 -0.2887 0.2002
H -1.7220 1.2586 0.8229
H -2.3660 0.0238 1.9865
H 0.1018 0.0467 2.1655
H 2.5925 0.1786 0.3795
H 2.0441 1.7518 0.8758
*
```

Summary:
HOMO   -0.3016 hartree
Kohn-Sham gap   9.32 eV
LUMO   1.12 eV

Which of them is the least stable? Correct choice: b.

## a
The following is a quantum chemistry calculation of the molecule C5H12N2, from the Open Molecules 2025 dataset.

Structure (ORCA input):
```
! RIJCOSX wB97M-V def2-TZVPD def2/J DEFGRID3
* xyz 0 1
C 1.2656 -1.7531 -1.1962
C 1.0073 -1.7971 0.1131
C 0.6928 -0.6551 1.0417
C 0.0968 0.5645 0.3937
N -0.0346 1.6712 1.3955
C -1.3001 0.3375 -0.2575
N -1.4591 1.1181 -1.4511
H 1.4536 -0.7687 -1.6070
H 1.2957 -2.6762 -1.7469
H 0.8215 -2.7840 0.5326
H 0.0556 -0.9538 1.8787
H 1.6029 -0.2700 1.5239
H 0.6773 0.9246 -0.4646
H 0.2736 2.5188 0.9270
H 0.6593 1.5382 2.1259
H -2.0424 0.5273 0.5291
H -1.3473 -0.7326 -0.4702
H -2.2806 0.9070 -1.9910
H -1.4419 2.1163 -1.2785
*
```

Summary:
HOMO   -0.3333 hartree
SMILES   C=CC[C@H](N)CN
Kohn-Sham gap   10.25 eV
LUMO   1.18 eV

## b
The following is a quantum chemistry calculation of the molecule C5H12N2, from the Open Molecules 2025 dataset.

Structure (ORCA input):
```
! RIJCOSX wB97M-V def2-TZVPD def2/J DEFGRID3
* xyz 0 1
N -3.2179 1.4149 0.6919
C -2.1263 0.6100 1.0813
C -1.1685 0.1283 0.2491
C 0.1474 -0.3431 0.7553
C 1.4219 0.2553 0.2066
C 1.6937 -0.1053 -1.2714
N 1.9110 -1.5642 -1.4334
H -3.9293 0.9066 0.1756
H -3.7092 1.7135 1.5255
H -1.8845 0.4017 2.1205
H -1.5700 -0.2639 -0.6940
H 0.0987 -0.1715 1.8400
H 0.2797 -1.4272 0.6473
H 2.3074 -0.0519 0.7656
H 1.2624 1.3371 0.1233
H 0.8847 0.1874 -1.9395
H 2.6125 0.4419 -1.5253
H 2.7827 -1.7247 -0.9280
H 2.2035 -1.7451 -2.3903
*
```

Summary:
HOMO   -0.2970 hartree
SMILES   N/C=C/CCCN
Kohn-Sham gap   9.22 eV
LUMO   1.14 eV

## c
The following is a quantum chemistry calculation of the molecule C5H12N2, from the Open Molecules 2025 dataset.

Structure (ORCA input):
```
! RIJCOSX wB97M-V def2-TZVPD def2/J DEFGRID3
* xyz 0 1
C 1.3592 -1.3826 0.2921
C 0.1010 -0.7477 0.9009
N -0.4660 -1.5477 1.9918
C -1.0085 -0.4630 -0.1128
C -0.9515 0.7670 -0.9796
C 0.0075 1.6822 -0.8663
N 0.1044 2.8547 -1.6681
H 2.0159 -1.5256 1.1537
H 1.9155 -0.8088 -0.4471
H 1.0870 -2.3408 -0.1507
H 0.3913 0.1840 1.4027
H -0.0792 -1.2791 2.8750
H -0.3445 -2.5425 1.8535
H -0.8654 -1.2652 -0.8771
H -2.0298 -0.6093 0.2285
H -1.8608 0.9892 -1.5271
H 0.9435 1.4247 -0.3846
H 0.0748 3.7092 -1.1396
H -0.3943 2.9014 -2.5451
*
```

Summary:
HOMO   -0.3023 hartree
SMILES   C[C@H](N)C/C=C/N
Kohn-Sham gap   9.42 eV
LUMO   1.19 eV

Which of them is the least stable? Correct choice: b.

## a
The following is a quantum chemistry calculation of a cluster of 2 separate species, C5H12N2 in total, from the Open Molecules 2025 dataset.

Structure (ORCA input):
```
! RIJCOSX wB97M-V def2-TZVPD def2/J DEFGRID3
* xyz 0 1
C 1.9202 -1.8045 0.4711
C 1.6118 -0.6249 -0.4434
C 2.3945 0.5926 -0.0300
N 3.1031 1.4409 0.2744
H 1.3507 -2.6747 0.1485
H 1.6451 -1.5769 1.4990
H 2.9802 -2.0497 0.4448
H 1.9164 -0.8300 -1.4720
H 0.5411 -0.3937 -0.4520
C -2.1645 -0.0426 0.7369
N -1.0838 0.7486 0.1816
C -1.4784 1.5191 -0.9826
H -3.0521 0.5509 0.9982
H -2.4651 -0.7864 -0.0028
H -1.8051 -0.5557 1.6275
H -0.6938 1.3595 0.8948
H -2.3331 2.1848 -0.7979
H -1.7560 0.8269 -1.7791
H -0.6312 2.1160 -1.3169
*
```

Summary:
HOMO   -0.3352 hartree
SMILES   CCC#N.CNC
Kohn-Sham gap   9.95 eV
LUMO   0.83 eV

## b
The following is a quantum chemistry calculation of a cluster of 2 separate species, C5H12N2 in total, from the Open Molecules 2025 dataset.

Structure (ORCA input):
```
! RIJCOSX wB97M-V def2-TZVPD def2/J DEFGRID3
* xyz 0 1
N 0.4024 1.3317 -0.0091
C 0.9471 1.1867 -1.4324
C 1.0437 -0.3278 -1.6367
C -0.2421 -0.6963 -0.9360
C -0.0341 -0.0485 0.4503
C -1.2146 0.0640 1.3875
N -0.9866 -0.8671 2.4961
H 1.1374 1.5941 0.6771
H 1.7811 1.8418 -1.8438
H -0.1021 1.5769 -1.8746
H 1.0855 -0.6973 -2.6411
H 1.8099 -0.8012 -0.9978
H -0.3362 -1.8463 -0.6985
H -1.1990 -0.2801 -1.3793
H 0.7631 -0.6077 1.0231
H -2.1908 -0.0094 0.8572
H -1.2395 1.1306 1.6668
H -0.1433 -2.1035 1.5075
H -1.2818 -0.4405 3.3837
*
```

Summary:
HOMO   -0.3019 hartree
Kohn-Sham gap   6.94 eV
LUMO   -1.27 eV

Which of them is the least stable? Correct choice: b.

## a
The following is a quantum chemistry calculation of a cluster of 2 separate species, C5H12N2 in total, from the Open Molecules 2025 dataset.

Structure (ORCA input):
```
! RIJCOSX wB97M-V def2-TZVPD def2/J DEFGRID3
* xyz 0 1
C 0.4050 -0.3005 0.2909
C -0.3068 -0.6284 1.5561
C -1.8584 0.6939 1.2036
C -2.1467 1.3413 2.3822
N 1.0020 -1.4046 -0.5813
C 1.6856 -0.7743 -1.7953
N 0.9528 0.3507 -2.5023
H -0.2096 0.3992 -0.2977
H 1.2247 0.3116 0.6852
H 0.1839 -0.3158 2.4573
H -0.8853 -1.5400 1.7027
H -2.6006 0.8638 0.3820
H -2.6130 2.3271 2.1687
H -1.4797 1.4008 3.2123
H 0.2073 -2.0028 -0.8684
H 2.5769 -0.3799 -1.2640
H 2.0963 -1.3817 -2.6191
H 1.6101 0.9455 -2.9769
H 0.1556 0.0940 -3.1359
*
```

Summary:
HOMO   -0.3238 hartree
Kohn-Sham gap   9.90 eV
LUMO   1.09 eV

## b
The following is a quantum chemistry calculation of the molecule C5H12N2, from the Open Molecules 2025 dataset.

Structure (ORCA input):
```
! RIJCOSX wB97M-V def2-TZVPD def2/J DEFGRID3
* xyz 0 1
C 1.6193 1.2603 -1.0423
C 0.1393 1.2272 -0.6593
N -0.5451 2.5125 -0.6853
C -0.1146 0.6080 0.6979
C 0.1404 -0.8699 0.8425
C -0.7756 -1.7579 0.4930
N -0.6281 -3.1479 0.6919
H 1.7444 2.0490 -1.7758
H 1.9410 0.2626 -1.3734
H 2.2756 1.4016 -0.1746
H -0.3922 0.6007 -1.3827
H -0.4510 3.0088 -1.5684
H -0.2674 3.1884 0.0165
H 0.4955 1.0909 1.4627
H -1.1513 0.8693 0.9527
H 1.1050 -1.1101 1.2659
H -1.6826 -1.4246 0.0158
H -1.4299 -3.7123 0.4412
H 0.2220 -3.5181 0.2944
*
```

Summary:
HOMO   -0.3010 hartree
SMILES   C[C@H](N)C/C=C/N
Kohn-Sham gap   9.35 eV
LUMO   1.16 eV

## c
The following is a quantum chemistry calculation of a cluster of 2 separate species, C5H12N2 in total, from the Open Molecules 2025 dataset.

Structure (ORCA input):
```
! RIJCOSX wB97M-V def2-TZVPD def2/J DEFGRID3
* xyz 0 1
C 2.6702 -0.2254 0.4015
C 2.4032 -1.0487 -0.5361
C -0.9374 -1.3054 0.3152
C -2.5450 0.7303 -0.5021
C -1.2428 0.1907 0.0701
N -0.3481 2.2906 -0.0482
N -0.2722 1.0391 0.2397
H 3.1950 -0.6095 1.2585
H 2.4292 0.7804 0.1826
H 2.6115 -2.2275 -0.5101
H 0.0747 -1.5359 -0.0656
H -1.6702 -2.0423 0.0066
H -0.7961 -1.3593 1.4518
H -2.9236 1.6365 0.0232
H -2.3156 1.0158 -1.5481
H -3.2267 -0.1991 -0.5174
H 0.4912 2.7926 0.3910
H 1.8047 -0.6581 -1.4375
H 0.5979 0.7353 0.8247
*
```

Summary:
HOMO (alpha / beta)   -0.2578 / -0.2578 hartree
Kohn-Sham gap (alpha / beta)   7.97 / 7.97 eV
LUMO (alpha / beta)   0.95 / 0.95 eV

Which of them is the least stable? Correct choice: a.

## a
The following is a quantum chemistry calculation of the molecule C5H12N2, from the Open Molecules 2025 dataset.

Structure (ORCA input):
```
! RIJCOSX wB97M-V def2-TZVPD def2/J DEFGRID3
* xyz 0 1
H -0.7232 2.6303 1.0708
N -1.1607 1.7097 1.1489
C -0.7816 0.8913 0.2541
C -1.5426 -0.4809 0.2670
C -0.8268 -1.6901 -0.2427
C 0.8642 -1.7517 0.1555
N 0.2559 0.9468 -0.6042
C 1.2433 1.9989 -0.5396
H -2.4282 -0.3006 -0.3475
H -1.8353 -0.6103 1.3084
H -0.8293 -1.7552 -1.3297
H -1.2095 -2.6063 0.1994
H 1.7525 -1.1403 0.0031
H 1.1495 -2.7386 -0.2079
H 0.8706 -1.8418 1.2426
H 0.6864 -0.1043 -0.7736
H 0.7770 2.9787 -0.6870
H 1.7686 2.0056 0.4237
H 1.9693 1.8589 -1.3413
*
```

Summary:
HOMO   -0.3185 hartree
SMILES   [H]/N=C(/CCC)NC
Kohn-Sham gap   9.58 eV
LUMO   0.91 eV

## b
The following is a quantum chemistry calculation of a cluster of 2 separate species, C5H12N2 in total, from the Open Molecules 2025 dataset.

Structure (ORCA input):
```
! RIJCOSX wB97M-V def2-TZVPD def2/J DEFGRID3
* xyz 0 1
C 0.7544 -1.1363 -0.4014
C 1.2589 -1.0258 0.8709
C 1.3429 -2.1680 1.8591
N 1.8977 0.1237 1.3539
H 0.9531 -0.2798 -1.0509
H 0.4981 -2.1089 -0.8512
H 0.9041 -1.8350 2.8445
H 2.4268 -2.4760 2.0064
H 0.8769 -3.1049 1.4827
H 2.7184 -0.0145 1.9609
H 2.1107 0.8454 0.6243
C -1.9627 0.3916 -1.8497
N -1.6175 1.6420 -1.8013
C -1.8203 2.2144 -0.4260
H -2.0890 -0.0797 -2.8473
H -2.1931 -0.2533 -0.9469
H -0.9401 2.8670 -0.2128
H -2.0319 1.5207 0.3760
H -2.6353 2.9033 -0.5710
*
```

Summary:
HOMO   -0.3008 hartree
SMILES   C=C(C)N.C=NC
Kohn-Sham gap   9.13 eV
LUMO   0.95 eV

## c
The following is a quantum chemistry calculation of a cluster of 2 separate species, C5H12N2 in total, from the Open Molecules 2025 dataset.

Structure (ORCA input):
```
! RIJCOSX wB97M-V def2-TZVPD def2/J DEFGRID3
* xyz 0 1
N -1.0236 0.6721 -1.1393
C -1.6882 -0.5269 -0.5270
C -1.6386 -0.1784 0.9610
C -0.1786 0.4285 1.0504
C 0.2498 0.5912 -0.4260
C 1.3964 -0.3925 -0.7142
N 2.3567 -0.1516 0.3221
H -0.8772 0.4984 -2.1438
H -2.6720 -0.8076 -0.9278
H -0.9788 -1.3588 -0.7494
H -1.6885 -0.9215 1.7528
H -2.4063 0.5822 1.1317
H -0.1191 1.2713 1.7658
H 0.4165 -0.3297 1.5473
H 0.7323 1.5715 -0.6412
H 1.0215 -1.3817 -0.4232
H 1.7219 -0.3834 -1.7764
H 2.0890 1.3045 0.7997
H 3.2868 -0.4877 0.1375
*
```

Summary:
HOMO   -0.3237 hartree
Kohn-Sham gap   9.46 eV
LUMO   0.65 eV

## d
The following is a quantum chemistry calculation of a structure of composition C5H12N2, from the Open Molecules 2025 dataset.

Structure (ORCA input):
```
! RIJCOSX wB97M-V def2-TZVPD def2/J DEFGRID3
* xyz 0 1
C 0.4592 1.4786 0.4305
C -1.6470 0.2971 0.1233
N -0.1792 0.2180 -0.0339
C 0.2247 -0.1813 -1.4927
N -0.4327 0.0874 -2.5563
H -1.4350 0.1923 -2.4265
H 1.3163 -0.2072 -1.5146
H 0.1618 2.2775 -0.2487
H 0.1488 1.7125 1.4469
H -2.0907 -0.6316 -0.2337
H 1.5386 1.3637 0.4117
H -2.0431 1.1323 -0.4525
H -1.8865 0.4394 1.1767
C 0.3484 -1.1761 0.6423
C 1.5541 -1.1614 1.3010
H 1.7600 -1.9460 2.0160
H 2.3958 -0.5807 0.9456
H -0.4765 -1.7029 1.1129
H 0.2828 -1.6116 -0.6481
*
```

Summary:
HOMO (alpha / beta)   -0.2331 / -0.2330 hartree
Kohn-Sham gap (alpha / beta)   7.00 / 7.00 eV
LUMO (alpha / beta)   0.65 / 0.66 eV

Which of them is the least stable? Correct choice: d.